(1)
Below is a cluster of 2 separate species, C5H14O in total at a distorted geometry, with properties calculated with ωB97M-V with the def2-TZVPD basis set.

Each atom is followed by the atoms it is bonded to, with distances in Å.
Geometry (Å):
1 C 0.381 1.850 0.387  C2 1.529, H5 1.088, H6 1.087, H7 1.093
2 C 0.514 0.970 -0.856  C1 1.529, C3 1.532, O4 1.449, H8 1.087
3 C -0.761 0.175 -1.152  C2 1.532, H9 1.087, H10 1.091, H11 1.084
4 O 0.645 1.851 -1.998  C2 1.449, H12 0.960
5 H 0.692 1.357 1.307  C1 1.088
6 H -0.603 2.312 0.397  C1 1.087
7 H 1.088 2.665 0.216  C1 1.093
8 H 1.367 0.297 -0.831  C2 1.087
9 H -1.637 0.680 -0.754  C3 1.087
10 H -0.808 0.044 -2.234  C3 1.091
11 H -0.753 -0.858 -0.821  C3 1.084
12 H 1.582 2.037 -2.101  O4 0.960
13 C 0.261 -2.325 1.248  C14 1.518, H15 1.092, H16 1.100, H17 1.079
14 C -0.997 -2.209 2.090  C13 1.518, H18 1.088, H19 1.093, H20 1.089
15 H 1.167 -1.915 1.699  C13 1.092
16 H 0.532 -3.390 1.194  C13 1.100
17 H 0.174 -2.031 0.214  C13 1.079
18 H -1.889 -2.501 1.542  C14 1.088
19 H -1.138 -1.174 2.412  C14 1.093
20 H -0.928 -2.783 3.013  C14 1.089

Computed properties:
total energy = -7458.9707 eV
maximum force = 1.91 eV/A
relative energy (zero: lowest compared OMol25 entry of this formula, charge and spin) = 78.6 kJ/mol
SMILES = CC(C)O.CC
HOMO = -0.3781 hartree
Kohn-Sham gap = 11.3 eV

Here are the Löwdin charges for atoms 1 to 8, given in e: C -0.05; C -0.46; C -0.05; O -0.07; H 0.07; H 0.08; H 0.07; H 0.13



(2)
Below is a cluster of 2 separate species, C5H14O in total at a distorted geometry, with properties calculated with ωB97M-V with the def2-TZVPD basis set.

Each atom is followed by the atoms it is bonded to, with distances in Å.
Geometry (Å):
1 C -0.011 -2.381 -0.707  C2 1.528, H5 1.091, H6 1.092, H7 1.086
2 C 0.226 -1.003 -1.323  C1 1.528, C3 1.518, O4 1.446, H8 1.082
3 C 1.301 -0.224 -0.588  C2 1.518, H9 1.092, H10 1.093, H11 1.092
4 O 0.641 -1.169 -2.698  C2 1.446, H12 0.971
5 H -0.073 -3.095 -1.529  C1 1.091
6 H -0.920 -2.472 -0.108  C1 1.092
7 H 0.776 -2.671 -0.017  C1 1.086
8 H -0.673 -0.406 -1.404  C2 1.082
9 H 0.907 0.119 0.372  C3 1.092
10 H 2.184 -0.839 -0.394  C3 1.093
11 H 1.542 0.686 -1.141  C3 1.092
12 H 1.409 -1.762 -2.699  O4 0.971
13 C -1.196 1.409 1.998  C14 1.521, H15 1.100, H16 1.093, H17 1.089
14 C -0.582 2.425 1.049  C13 1.521, H18 1.083, H19 1.093, H20 1.091
15 H -0.678 1.341 2.966  C13 1.100
16 H -2.230 1.635 2.272  C13 1.093
17 H -1.254 0.406 1.576  C13 1.089
18 H -0.766 3.435 1.394  C14 1.083
19 H -1.089 2.305 0.088  C14 1.093
20 H 0.486 2.263 0.895  C14 1.091

Computed properties:
total energy = -7459.1982 eV
maximum force = 1.19 eV/A
relative energy (zero: lowest compared OMol25 entry of this formula, charge and spin) = 56.6 kJ/mol
SMILES = CC(C)O.CC
HOMO = -0.3759 hartree
Kohn-Sham gap = 11.2 eV

Here are the Löwdin charges for atoms 1 to 8, given in e: C -0.05; C -0.47; C -0.07; O -0.08; H 0.08; H 0.07; H 0.07; H 0.13



(3)
Below is a cluster of 2 separate species, C5H14O in total at a distorted geometry, with properties calculated with ωB97M-V with the def2-TZVPD basis set.

Each atom is followed by the atoms it is bonded to, with distances in Å.
Geometry (Å):
1 C 2.544 -1.216 0.743  C2 1.551, O3 1.396, H4 1.199, H5 1.036
2 C 2.204 -0.091 -0.271  C1 1.551, H6 1.054, H8 1.057, H9 1.107
3 O 3.667 -0.869 1.495  C1 1.396, H7 1.013
4 H 1.628 -1.181 1.516  C1 1.199
5 H 2.599 -2.192 0.400  C1 1.036
6 H 1.185 0.139 -0.407  C2 1.054
7 H 3.493 -0.087 2.115  O3 1.013
8 H 2.822 -0.276 -1.109  C2 1.057
9 H 2.492 0.933 0.033  C2 1.107
10 C -1.716 0.606 0.052  C11 1.585, C12 1.562, H13 1.091, H14 1.170
11 C -1.147 -0.376 -1.055  C10 1.585, H15 1.062, H17 1.080, H18 1.050
12 C -3.174 1.123 -0.166  C10 1.562, H16 1.173, H19 1.132, H20 1.127
13 H -1.728 0.086 1.011  C10 1.091
14 H -1.168 1.631 -0.083  C10 1.170
15 H -1.839 -0.722 -1.783  C11 1.062
16 H -3.961 0.362 0.255  C12 1.173
17 H -0.959 -1.276 -0.489  C11 1.080
18 H -0.254 0.022 -1.438  C11 1.050
19 H -3.435 2.036 0.450  C12 1.132
20 H -3.253 1.350 -1.268  C12 1.127

Computed properties:
total charge = +1
total energy = -7447.4437 eV
2S+1 = 2
maximum force = 3.96 eV/A
relative energy (zero: lowest compared OMol25 entry of this formula, charge and spin) = 181.4 kJ/mol
HOMO (alpha / beta) = -0.5060 / -0.5060 hartree
Kohn-Sham gap (alpha / beta) = 9.6 / 3.6 eV

Here are the Löwdin charges for atoms 1 to 8, given in e: C -0.13; C 0.04; O 0.21; H 0.24; H 0.12; H 0.04; H 0.21; H 0.11



(4)
Below is a cluster of 2 separate species, C5H14O in total at a distorted geometry, with properties calculated with ωB97M-V with the def2-TZVPD basis set.

Each atom is followed by the atoms it is bonded to, with distances in Å.
Geometry (Å):
1 C -1.145 1.390 1.166  C2 1.528, H3 1.084, H4 1.102, H5 1.086
2 C -1.423 2.880 0.967  C1 1.528, H6 1.089, H7 1.087, H8 1.095
3 H -1.080 0.873 0.216  C1 1.084
4 H -0.178 1.195 1.657  C1 1.102
5 H -1.841 1.056 1.929  C1 1.086
6 H -0.955 3.523 1.710  C2 1.089
7 H -2.470 3.141 0.827  C2 1.087
8 H -0.954 3.216 0.036  C2 1.095
9 C 0.495 -1.125 -0.642  C10 1.590, C11 1.520, O12 1.429, H13 1.103
10 C 0.840 -1.940 -1.963  C9 1.590, H14 1.084, H19 1.092, H20 1.088
11 C 0.849 -1.740 0.702  C9 1.520, H15 1.090, H16 1.091, H17 1.091
12 O 1.365 0.004 -0.740  C9 1.429, H18 0.990
13 H -0.545 -0.760 -0.647  C9 1.103
14 H 1.806 -2.371 -1.729  C10 1.084
15 H 0.955 -2.824 0.643  C11 1.090
16 H 1.796 -1.393 1.117  C11 1.091
17 H 0.077 -1.390 1.389  C11 1.091
18 H 1.607 0.198 -1.680  O12 0.990
19 H 0.726 -1.244 -2.796  C10 1.092
20 H 0.075 -2.687 -2.162  C10 1.088

Computed properties:
total charge = +1
total energy = -7448.5781 eV
2S+1 = 2
maximum force = 3.07 eV/A
relative energy (zero: lowest compared OMol25 entry of this formula, charge and spin) = 71.9 kJ/mol
HOMO (alpha / beta) = -0.5503 / -0.5497 hartree
Kohn-Sham gap (alpha / beta) = 11.5 / 5.0 eV

Here are the Löwdin charges for atoms 1 to 8, given in e: C -0.16; C -0.15; H 0.03; H 0.07; H 0.08; H 0.07; H 0.07; H 0.06



(5)
Below is a cluster of 3 separate species, C5H14O2 in total at a distorted geometry, with properties calculated with ωB97M-V with the def2-TZVPD basis set.

Each atom is followed by the atoms it is bonded to, with distances in Å.
Geometry (Å):
1 C -0.233 2.052 1.127  C2 1.328, H6 1.080, H7 1.086
2 C -0.619 0.994 0.425  C1 1.328, C3 1.519, C4 1.509
3 C -1.769 0.095 0.845  C2 1.519, H8 1.086, H9 1.098, H10 1.089
4 C -0.250 0.682 -1.004  C2 1.509, C5 1.554, H11 1.086, H12 1.099
5 C 0.898 1.493 -1.667  C4 1.554, H13 1.082, H14 1.093, H15 1.088
6 H -0.755 2.489 1.966  C1 1.080
7 H 0.490 2.744 0.705  C1 1.086
8 H -2.562 0.250 0.120  C3 1.086
9 H -2.237 0.412 1.787  C3 1.098
10 H -1.517 -0.954 0.996  C3 1.089
11 H -0.111 -0.385 -1.156  C4 1.086
12 H -1.130 1.036 -1.558  C4 1.099
13 H 1.873 1.176 -1.320  C5 1.082
14 H 0.690 2.536 -1.416  C5 1.093
15 H 0.742 1.407 -2.741  C5 1.088
16 O 0.023 -3.119 -0.520  H17 0.956, H18 0.954
17 H -0.847 -3.422 -0.265  O16 0.956
18 H 0.569 -3.900 -0.510  O16 0.954
19 O 1.709 -1.035 0.922  H20 0.970, H21 0.959
20 H 0.877 -0.540 0.869  O19 0.970
21 H 1.498 -1.855 0.472  O19 0.959

Computed properties:
total energy = -9506.2323 eV
maximum force = 1.57 eV/A
relative energy (zero: lowest compared OMol25 entry of this formula, charge and spin) = 74.0 kJ/mol
SMILES = C=C(C)CC.O.O
HOMO = -0.3474 hartree
Kohn-Sham gap = 9.9 eV

Here are the Löwdin charges for atoms 1 to 8, given in e: C 0.05; C -0.41; C -0.07; C -0.24; C -0.09; H 0.06; H 0.06; H 0.08



(6)
Below is a cluster of 3 separate species, C5H14O2 in total at a distorted geometry, with properties calculated with ωB97M-V with the def2-TZVPD basis set.

Each atom is followed by the atoms it is bonded to, with distances in Å.
Geometry (Å):
1 C -2.174 -1.828 -1.370  C2 1.484, H6 1.085, H7 1.099, H8 1.103
2 C -1.778 -0.741 -0.441  C1 1.484, C3 1.329, H9 1.086
3 C -2.601 0.135 0.126  C2 1.329, C4 1.537, H10 1.079
4 C -2.015 1.339 0.879  C3 1.537, C5 1.535, H11 1.102, H12 1.084
5 C -0.835 2.038 0.189  C4 1.535, H13 1.092, H14 1.093, H15 1.086
6 H -3.225 -1.912 -1.625  C1 1.085
7 H -1.737 -2.799 -1.099  C1 1.099
8 H -1.590 -1.728 -2.301  C1 1.103
9 H -0.702 -0.715 -0.293  C2 1.086
10 H -3.671 0.040 0.017  C3 1.079
11 H -2.812 2.082 0.715  C4 1.102
12 H -1.820 1.245 1.942  C4 1.084
13 H -0.670 1.627 -0.809  C5 1.092
14 H 0.158 1.886 0.618  C5 1.093
15 H -1.002 3.106 0.087  C5 1.086
16 O 3.373 0.162 2.062  H17 0.973, H18 0.976
17 H 2.644 -0.480 1.997  O16 0.973
18 H 3.638 -0.009 1.138  O16 0.976
19 O 4.116 -1.021 -1.372  H20 0.942, H21 0.947
20 H 4.351 -0.456 -2.088  O19 0.942
21 H 3.506 -0.671 -0.737  O19 0.947

Computed properties:
total energy = -9505.5108 eV
maximum force = 2.09 eV/A
relative energy (zero: lowest compared OMol25 entry of this formula, charge and spin) = 143.7 kJ/mol
SMILES = C/C=C/CC.O.O
HOMO = -0.3381 hartree
Kohn-Sham gap = 9.4 eV

Here are the Löwdin charges for atoms 1 to 8, given in e: C -0.12; C -0.20; C -0.12; C -0.24; C -0.13; H 0.07; H 0.07; H 0.07